143
Properties=species:S:1:pos:R:3 method="wB97M-V/def2-TZVPD" smiles="C[C@H]1COC(=O)O1.C[C@H]1COC(=O)O1.C[C@H]1COC(=O)O1.C1CCOC1.C1CCOC1.C1CCOC1.C1CCOC1.C1CCOC1.C1CCOC1.C1CCOC1.C1CCOC1" total_charge=0 gap_ev=9.052 de_lowest_kcal_mol=0.0
C 2.92 -4.88 -1.93
C 1.66 -4.51 -2.71
C 0.73 -3.94 -1.65
O 1.59 -3.32 -0.72
C 2.86 -3.97 -0.68
H 3.82 -4.71 -2.52
H 2.92 -5.94 -1.67
H 1.29 -5.35 -3.30
H 1.91 -3.75 -3.46
H 0.08 -4.71 -1.20
H 0.07 -3.18 -2.06
H 2.90 -4.61 0.21
H 3.62 -3.19 -0.63
C -4.50 2.72 2.29
C -3.63 2.41 1.06
C -4.41 1.31 0.36
O -5.00 0.55 1.39
C -5.29 1.40 2.49
H -5.16 3.58 2.16
H -3.89 2.90 3.18
H -2.64 2.09 1.38
H -3.48 3.29 0.43
H -3.77 0.70 -0.27
H -5.17 1.77 -0.31
H -4.94 0.90 3.40
H -6.37 1.56 2.56
C -4.38 -3.10 0.49
C -3.42 -3.42 1.64
C -2.94 -4.81 1.26
O -2.76 -4.74 -0.16
C -3.62 -3.73 -0.69
H -4.44 -2.03 0.34
H -5.33 -3.59 0.71
H -3.93 -3.39 2.61
H -2.59 -2.72 1.72
H -3.70 -5.57 1.50
H -1.98 -5.08 1.70
H -4.33 -4.16 -1.40
H -3.04 -2.95 -1.17
C 2.03 -3.33 3.89
C 0.85 -3.35 4.88
C -0.34 -2.95 4.02
O 0.21 -2.05 3.05
C 1.45 -2.61 2.64
H 2.29 -4.36 3.63
H 2.92 -2.85 4.29
H 1.01 -2.59 5.64
H 0.67 -4.30 5.39
H -1.12 -2.39 4.53
H -0.81 -3.80 3.50
H 2.07 -1.80 2.28
H 1.28 -3.34 1.85
C 4.55 -0.82 -2.64
C 3.39 -1.04 -3.60
C 2.95 0.39 -3.97
O 3.99 1.25 -3.56
C 4.56 0.69 -2.39
H 5.50 -1.10 -3.11
H 4.55 -1.43 -1.73
H 2.54 -1.55 -3.14
H 3.68 -1.55 -4.51
H 2.01 0.62 -3.44
H 2.74 0.58 -5.03
H 4.02 1.05 -1.51
H 5.60 1.02 -2.26
C 1.13 7.80 0.04
C 0.18 6.71 -0.48
C -0.93 6.70 0.60
O -0.48 7.52 1.67
C 0.93 7.69 1.54
H 0.74 8.77 -0.27
H 2.14 7.66 -0.34
H 0.63 5.73 -0.56
H -0.18 6.98 -1.48
H -1.09 5.67 0.95
H -1.88 7.10 0.24
H 1.45 6.83 1.99
H 1.22 8.58 2.10
C -4.77 -0.44 -4.48
C -5.68 -1.64 -4.79
C -5.99 -2.24 -3.40
O -5.34 -1.38 -2.44
C -4.26 -0.76 -3.08
H -5.36 0.48 -4.50
H -4.01 -0.34 -5.26
H -5.10 -2.39 -5.33
H -6.57 -1.43 -5.37
H -5.53 -3.22 -3.30
H -7.04 -2.25 -3.13
H -3.37 -1.41 -3.11
H -4.00 0.15 -2.55
C -2.28 2.50 -2.36
C -3.57 3.02 -2.97
C -3.03 4.16 -3.85
O -1.83 4.62 -3.24
C -1.47 3.77 -2.15
H -1.78 1.85 -3.10
H -2.35 1.88 -1.47
H -4.25 3.43 -2.22
H -4.08 2.25 -3.55
H -3.74 4.98 -3.92
H -2.81 3.79 -4.86
H -1.77 4.25 -1.20
H -0.39 3.64 -2.12
C 2.35 1.30 3.24
C 3.04 2.47 3.91
C 2.84 3.80 3.14
O 2.18 4.67 4.04
C 1.91 4.02 5.19
O 1.32 4.48 6.12
O 2.39 2.75 5.15
H 2.61 1.24 2.19
H 1.27 1.35 3.38
H 2.69 0.36 3.69
H 4.09 2.25 4.08
H 2.24 3.63 2.24
H 3.76 4.27 2.78
C 5.87 -4.52 1.47
C 6.01 -3.12 2.03
C 6.99 -2.20 1.28
O 6.17 -1.22 0.67
C 4.92 -1.29 1.19
O 4.06 -0.49 0.98
O 4.76 -2.42 1.91
H 4.97 -5.02 1.82
H 6.71 -5.13 1.80
H 5.91 -4.48 0.38
H 6.31 -3.19 3.08
H 7.58 -2.76 0.55
H 7.70 -1.74 1.97
C -1.25 -0.74 -0.05
C 0.09 -0.20 0.38
C 1.16 -0.11 -0.74
O 1.52 1.25 -0.78
C 0.76 1.97 0.08
O 0.81 3.15 0.20
O -0.03 1.17 0.80
H -1.89 -0.74 0.82
H -1.09 -1.77 -0.40
H -1.68 -0.22 -0.91
H 0.48 -0.80 1.20
H 0.74 -0.43 -1.69
H 1.97 -0.78 -0.46

***

140
Properties=species:S:1:pos:R:3 method="wB97M-V/def2-TZVPD" total_charge=0 gap_ev=6.198
C 9.41 -0.28 0.44
C 10.37 -0.33 -0.90
C 9.94 0.90 -1.94
C 11.02 0.82 -3.19
C 10.35 1.01 -4.68
C 9.03 0.09 -4.97
C 8.64 0.03 -6.59
C 7.97 1.47 -7.11
C 6.41 1.64 -6.58
C 5.66 3.00 -7.11
C 5.64 4.25 -6.04
C 5.25 3.85 -4.50
C 3.72 3.30 -4.29
C 2.86 4.32 -3.33
C 1.85 3.58 -2.27
C 1.19 2.17 -2.79
C -0.17 1.75 -1.97
C -0.05 0.39 -1.07
C -0.65 -0.97 -1.76
P -1.47 -1.92 -0.28
N -2.65 -1.04 0.45
C -1.91 -0.88 -2.81
O -3.10 -0.32 -2.53
O -1.51 -1.55 -4.06
C -0.04 -1.76 -4.18
C 0.46 -0.36 -4.94
C 0.39 -1.98 -2.60
C 1.99 -1.88 -2.26
C 2.94 -2.92 -3.08
C 4.45 -2.31 -3.26
F 5.34 -3.47 -3.64
Br 4.64 -0.93 -4.69
C 5.10 -1.71 -1.86
F 6.59 -1.99 -1.96
F 4.66 -2.43 -0.63
Br 4.96 0.30 -1.70
C 0.12 -3.61 -2.40
O -0.63 -4.35 -3.25
O 0.69 -4.30 -1.22
H 8.55 0.52 0.31
H 8.95 -1.34 0.64
H 10.03 -0.01 1.42
H 10.35 -1.38 -1.41
H 11.46 -0.09 -0.54
H 10.05 1.92 -1.33
H 8.82 0.75 -2.26
H 11.75 1.75 -3.03
H 11.68 -0.17 -3.15
H 11.18 0.65 -5.46
H 10.09 2.12 -4.96
H 8.11 0.52 -4.36
H 9.20 -1.01 -4.55
H 9.64 -0.17 -7.18
H 7.93 -0.89 -6.77
H 7.89 1.35 -8.30
H 8.65 2.39 -6.90
H 6.38 1.47 -5.43
H 5.81 0.73 -7.06
H 4.59 2.72 -7.54
H 6.28 3.38 -8.05
H 4.80 5.00 -6.42
H 6.64 4.88 -6.02
H 5.36 4.85 -3.86
H 6.05 3.10 -4.02
H 3.14 3.22 -5.31
H 3.82 2.25 -3.72
H 2.17 5.00 -4.03
H 3.52 5.07 -2.70
H 2.38 3.40 -1.22
H 0.99 4.38 -2.03
H 0.87 2.35 -3.92
H 2.03 1.36 -2.76
H -1.07 1.78 -2.72
H -0.37 2.64 -1.20
H -0.64 0.60 -0.06
H 1.09 0.29 -0.73
H -0.49 -2.29 0.73
H -2.13 -3.09 -0.83
H -3.55 -1.60 0.32
H 0.26 -2.57 -4.97
H 1.59 -0.11 -4.69
H -0.23 0.55 -4.59
H 0.35 -0.41 -6.11
H 2.11 -2.04 -1.08
H 2.35 -0.79 -2.55
H 2.54 -3.21 -4.15
H 3.01 -3.91 -2.46
C -10.89 -2.43 5.03
C -9.83 -2.04 4.00
C -8.51 -2.78 4.19
C -7.63 -2.29 5.34
P -6.65 -0.83 5.10
C -5.75 -1.03 3.54
C -4.97 -2.31 3.23
C -3.62 -2.51 3.92
C -2.68 -1.32 3.84
C -5.38 -0.72 6.33
C -5.67 -0.64 7.82
C -6.10 0.71 8.39
C -5.32 1.91 7.88
C -7.55 0.67 4.81
C -8.38 1.43 5.84
C -9.40 0.64 6.65
C -10.83 0.87 6.20
H -10.55 -2.26 6.05
H -11.80 -1.85 4.87
H -11.15 -3.50 4.93
H -9.68 -0.96 4.02
H -10.23 -2.28 3.01
H -7.95 -2.71 3.25
H -8.72 -3.84 4.34
H -6.90 -3.09 5.53
H -8.21 -2.22 6.26
H -5.11 -0.15 3.40
H -6.52 -0.94 2.76
H -4.78 -2.32 2.15
H -5.60 -3.18 3.44
H -3.13 -3.37 3.46
H -3.77 -2.80 4.97
H -2.43 -1.08 2.80
H -1.74 -1.55 4.36
H -3.09 -0.43 4.31
H -4.66 0.06 6.05
H -4.82 -1.65 6.24
H -4.75 -0.93 8.35
H -6.42 -1.40 8.09
H -6.01 0.67 9.48
H -7.17 0.85 8.20
H -4.27 1.84 8.17
H -5.74 2.83 8.30
H -5.37 2.00 6.79
H -8.18 0.51 3.93
H -6.80 1.39 4.46
H -8.89 2.25 5.31
H -7.70 1.94 6.52
H -9.34 0.95 7.70
H -9.17 -0.42 6.64
H -11.13 1.91 6.38
H -11.52 0.23 6.77
H -10.96 0.66 5.14

***

149
Properties=species:S:1:pos:R:3 method="wB97M-V/def2-TZVPD" total_charge=-1 gap_ev=7.292
C 4.86 -1.30 2.17
C 3.51 -1.97 1.64
C 2.40 -1.98 2.78
O 1.12 -1.62 2.26
C 0.38 -0.92 3.25
C -0.86 -0.14 2.71
O -1.71 -0.87 1.88
P -2.74 0.11 0.83
C -1.70 -0.64 -0.58
C -0.57 0.14 -1.29
O -0.65 1.22 -1.84
C 0.84 -0.56 -1.49
C 1.98 0.26 -1.94
C 3.30 -0.31 -2.19
C 3.54 -1.74 -2.00
C 2.42 -2.57 -1.56
C 1.10 -1.98 -1.30
C -3.83 1.02 -0.46
C -5.05 0.23 -1.04
C -6.43 0.43 -0.33
I -5.38 1.25 -3.01
O -3.34 0.82 2.28
C -4.32 1.79 2.34
C -3.89 3.32 2.14
C -3.91 -1.41 1.09
C -3.79 -2.66 0.29
C -4.67 -3.83 0.49
C -5.72 -3.83 1.50
C -5.82 -2.64 2.33
C -4.94 -1.48 2.12
O -1.54 1.44 0.95
C -0.63 1.34 2.02
C -0.79 2.29 3.28
B -0.36 3.82 3.12
O -1.31 4.87 3.13
O 1.00 4.31 3.03
P 1.18 1.44 1.40
O 2.19 1.64 2.78
Cl 1.37 3.13 0.10
H 5.76 -1.87 1.81
H 4.86 -1.14 3.27
H 4.94 -0.28 1.68
H 3.75 -3.00 1.28
H 3.12 -1.28 0.85
H 2.36 -3.00 3.28
H 2.78 -1.28 3.57
H -0.04 -1.71 3.96
H 0.98 -0.23 3.91
H -1.37 0.15 3.69
H -2.41 -0.99 -1.39
H -1.26 -1.60 -0.19
H 1.86 1.34 -2.14
H 4.11 0.37 -2.53
H 4.56 -2.13 -2.24
H 2.61 -3.66 -1.44
H 0.28 -2.68 -0.99
H -4.00 2.11 -0.27
H -3.14 1.07 -1.36
H -4.84 -0.81 -1.39
H -7.22 0.37 -1.14
H -6.71 -0.36 0.41
H -6.54 1.48 0.07
H -4.73 1.79 3.40
H -5.26 1.67 1.73
H -4.77 3.86 1.67
H -3.03 3.47 1.45
H -3.75 3.83 3.14
H -3.04 -2.81 -0.53
H -4.56 -4.74 -0.16
H -6.43 -4.68 1.67
H -6.61 -2.61 3.13
H -5.12 -0.65 2.83
H -0.13 1.85 4.10
H -1.83 2.27 3.71
H -0.89 5.68 2.81
H 1.37 4.11 3.91
H 3.08 1.57 2.38
C -7.52 -1.48 -5.77
C -8.13 -1.80 -4.41
C -7.24 -2.75 -3.62
O -9.42 -2.40 -4.60
H -7.41 -2.39 -6.37
H -8.17 -0.81 -6.33
H -6.54 -1.01 -5.66
H -8.28 -0.88 -3.85
H -7.12 -3.70 -4.15
H -7.70 -2.99 -2.66
H -6.26 -2.32 -3.45
H -9.30 -3.21 -5.10
C -2.37 0.94 8.67
C -1.77 1.55 7.41
C -2.17 3.01 7.27
O -2.23 0.83 6.27
H -3.46 0.97 8.64
H -2.08 -0.12 8.75
H -2.02 1.46 9.56
H -0.69 1.47 7.43
H -3.26 3.12 7.19
H -1.75 3.44 6.35
H -1.82 3.60 8.12
H -3.19 0.89 6.23
C 8.69 -1.59 -4.89
C 7.52 -1.13 -4.03
C 7.73 0.29 -3.53
O 7.38 -2.01 -2.92
H 9.62 -1.58 -4.31
H 8.54 -2.61 -5.24
H 8.82 -0.94 -5.76
H 6.60 -1.19 -4.61
H 8.63 0.36 -2.91
H 6.89 0.60 -2.90
H 7.82 0.99 -4.36
H 8.19 -1.98 -2.39
C 8.67 0.68 1.94
C 9.19 1.31 0.65
C 8.78 2.77 0.55
O 8.67 0.59 -0.47
H 7.58 0.70 1.97
H 8.96 -0.37 1.99
H 9.06 1.19 2.82
H 10.27 1.23 0.62
H 7.69 2.87 0.54
H 9.14 3.21 -0.38
H 9.17 3.35 1.39
H 7.71 0.66 -0.45
C -5.65 6.89 -2.36
C -6.86 6.13 -1.84
C -6.50 5.30 -0.61
O -7.36 5.27 -2.86
H -4.86 6.20 -2.65
H -5.92 7.47 -3.24
H -5.26 7.57 -1.60
H -7.66 6.83 -1.59
H -5.73 4.56 -0.85
H -7.38 4.75 -0.25
H -6.14 5.94 0.20
H -6.65 4.64 -3.08
C 6.52 -7.29 -5.28
C 7.09 -5.90 -5.04
C 6.25 -5.13 -4.04
O 7.13 -5.19 -6.28
H 5.50 -7.23 -5.69
H 7.12 -7.84 -6.01
H 6.49 -7.87 -4.35
H 8.12 -5.98 -4.68
H 5.23 -4.99 -4.40
H 6.66 -4.13 -3.88
H 6.21 -5.64 -3.07
H 6.23 -5.11 -6.61